Record 1
142
Properties=species:S:1:pos:R:3 method="wB97M-V/def2-TZVPD" e_tot_ev=-381664.261 total_charge=-1 multiplicity=1 lumo_energy_ev=1.56 mol_weight_g_mol=1697.92
P 2.497 3.293 1.609
C -0.063 3.832 -4.625
Cl -5.081 2.862 1.430
Cl 1.080 -4.593 -1.326
H 3.813 -5.949 1.974
H 0.773 4.207 -4.046
H 2.853 3.571 0.258
C 4.375 -5.479 1.184
C -9.514 -2.795 -1.678
H -1.942 1.672 -0.520
C -4.345 -4.743 -1.312
C -3.127 -4.017 0.635
C -3.890 -2.075 2.071
H 1.943 9.343 -1.142
H 4.336 -4.471 5.489
H 3.185 2.099 1.900
H -2.008 -1.692 3.045
H -1.849 -1.872 1.318
H 5.191 2.857 -4.143
C 5.809 -5.085 -0.497
O -0.097 0.618 -4.175
H 0.395 2.899 5.800
H 2.710 0.070 0.961
Cl -4.521 0.143 -5.171
C 5.046 -3.963 -0.276
Cl 3.817 9.479 -2.553
H 5.001 7.536 -1.053
N 4.166 -4.199 0.747
Cl -3.149 -4.296 5.341
H 2.455 11.026 -1.445
C 2.787 10.020 -1.218
C 2.299 -0.893 1.244
Cl 2.795 -6.018 -3.221
H -2.433 0.519 2.978
C -5.305 -3.772 -1.040
Cl 3.631 10.051 0.335
O -1.253 2.051 1.513
H 0.689 2.056 0.244
C 3.184 -3.259 1.286
Cl -8.235 -3.476 -2.694
H -1.373 4.313 0.948
H 2.875 -4.754 6.471
C 3.076 -1.982 0.465
C -4.976 4.586 1.054
H 0.904 5.723 1.469
C 1.247 5.711 -0.677
H 2.188 6.144 -0.355
C -2.512 -0.312 -0.961
C 5.678 6.911 -0.483
H -2.866 -2.539 6.878
H -1.939 0.633 -2.793
H -4.094 -2.615 2.996
S -0.211 3.582 3.614
C 0.358 5.490 0.556
H 0.956 -7.991 -1.669
H -0.416 6.258 0.494
C 5.380 -6.053 0.446
Cl 2.378 -3.815 4.378
C -2.496 0.086 1.977
N 2.922 4.407 2.662
H -4.632 -1.289 1.935
H 6.299 2.279 -2.873
C 3.313 -4.827 5.483
C 0.932 3.009 4.863
C -2.266 -0.358 -2.481
H -3.178 -0.590 -3.018
Cl -9.100 -2.833 0.037
O 1.380 -0.914 -2.980
H 0.708 -0.777 -0.138
C -2.793 -2.623 5.801
Cl -2.301 -0.953 -6.740
S 0.180 -0.718 -3.737
Cl 6.706 4.518 -3.461
H 0.449 -9.342 -0.617
H 3.417 -3.019 2.323
O 0.331 -1.649 -5.026
H 0.165 2.861 -5.050
C -5.167 -2.926 0.057
C -2.479 -1.450 2.095
H 1.444 2.112 4.530
H 2.206 -3.744 1.278
Cl 4.433 3.384 -1.985
O 0.832 1.169 2.253
C -0.372 4.144 0.569
C -3.254 -4.865 -0.457
C -1.325 0.664 1.207
H -0.528 -2.006 -5.292
H -2.389 -1.322 -0.581
Cl -1.177 -2.124 5.305
C -4.067 -3.023 0.907
H 3.278 -4.081 -1.979
H 6.415 6.457 -1.134
H -4.448 -5.378 -2.181
Cl 4.733 5.644 0.296
Cl -1.445 3.650 -3.546
H -1.664 -2.151 -3.535
C 0.032 0.114 1.769
Cl -0.388 4.970 -5.944
H 6.583 -5.181 -1.238
H 2.097 -3.768 -3.278
H -10.413 -3.380 -1.828
Cl 2.142 -8.026 0.359
H -0.223 -0.434 2.686
C 0.722 -8.295 -0.655
Cl -3.853 4.913 -0.268
Cl 3.311 -6.529 5.001
H 3.604 4.037 3.314
H 5.780 -7.046 0.552
H -9.670 -1.765 -1.974
H -2.275 0.829 -5.204
O -1.489 3.005 4.044
H -4.626 5.111 1.936
H -5.934 -2.183 0.238
Cl -0.638 -7.333 -0.067
I 0.393 6.978 -2.163
H -2.267 -4.122 1.286
P 0.310 2.665 1.522
H -5.959 4.934 0.763
C 0.802 -0.933 0.936
H 4.053 -1.575 0.219
C 5.672 3.098 -3.203
O -0.256 5.038 3.575
C 2.400 -4.448 -2.496
H 2.422 -1.085 2.311
H -0.810 -1.940 -2.014
H -0.495 3.813 -0.464
H 1.677 3.794 4.977
Cl 6.515 7.948 0.682
H -3.513 -1.974 5.317
H -3.526 0.052 -0.815
H -6.157 -3.671 -1.701
H -3.437 0.444 1.560
H -0.569 0.654 -0.854
C -1.223 -1.411 -2.869
H -3.135 1.252 -6.712
C -1.526 0.682 -0.337
C -2.979 0.490 -5.958
H 1.500 4.765 -1.151
H 5.127 -3.029 -0.801
H 2.531 -2.200 -0.453
H 0.429 -1.928 1.188
H -2.476 -5.597 -0.617

Record 2
41
Properties=species:S:1:pos:R:3 method="wB97M-V/def2-TZVPD" e_tot_ev=-93003.536 total_charge=-1 smiles="C=CN([C@H](Br)CC)[C@H](CCN(CC)C(C)=O)C(=O)[O-]" multiplicity=1 lumo_energy_ev=2.72 mol_weight_g_mol=334.23
C -2.775 1.418 0.913
H -1.957 -1.144 1.360
H -0.743 -2.268 -0.170
H 3.186 -1.229 -1.165
H 1.094 -0.741 -2.714
H -2.622 3.373 1.719
H -4.261 0.297 -2.568
H 1.614 -2.126 -0.113
C 3.441 0.249 2.468
C -3.978 0.776 -1.628
C 2.999 -0.507 1.471
H -2.609 -0.853 -1.489
C 2.882 -0.254 -1.544
H -0.366 -0.834 -1.097
H -3.372 1.645 -1.885
C -3.144 -0.203 -0.795
H -3.800 -0.848 -0.196
Br 0.809 1.766 -1.079
H 2.725 0.829 3.038
H 2.957 1.277 -0.052
O -3.884 1.250 1.388
N 1.790 -0.174 0.772
H 4.489 0.337 2.727
C -1.317 -0.447 0.807
C -1.976 2.667 1.201
O 0.873 -3.431 1.763
C 2.125 -0.425 -2.861
O 0.561 -1.495 2.856
H 2.630 -1.164 -3.487
C 2.225 0.563 -0.409
C 0.816 -2.192 1.864
H -4.888 1.071 -1.110
C -0.354 -1.250 -0.088
H -1.637 3.112 0.266
H -1.098 2.440 1.805
C 1.046 -1.422 0.507
H 3.809 0.271 -1.794
H -0.736 0.109 1.544
H 2.119 0.509 -3.422
H 3.485 -1.438 1.167
N -2.159 0.487 0.031

Record 3
69
Properties=species:S:1:pos:R:3 method="wB97M-V/def2-TZVPD" e_tot_ev=-47959.065 total_charge=+1 multiplicity=1 lumo_energy_ev=-3.21 mol_weight_g_mol=443.50
O -0.647 -0.037 -0.276
C -5.392 -3.503 2.080
H -0.436 3.958 -0.132
O 1.362 5.729 -3.150
H -1.212 -3.829 -1.738
H -3.005 -2.530 3.459
O 3.367 5.448 -1.699
H -2.158 -0.577 2.689
P 2.119 4.727 -2.392
H 3.179 8.759 -1.090
H 1.469 4.017 -5.088
H -0.912 -0.900 -2.155
H 0.005 2.530 -2.802
H -0.770 -5.794 2.834
H -1.295 2.233 -1.644
H 1.937 1.924 -3.815
H 3.331 7.137 -2.920
H 1.989 -5.152 3.916
H -4.669 -1.785 1.063
H -2.681 -0.764 1.045
H -0.341 0.390 1.685
H -0.066 -3.592 0.960
H -1.573 -3.230 0.401
H -2.001 -1.430 -0.890
C -0.120 -2.377 -0.758
H 0.462 -4.319 4.209
H -0.601 4.679 -1.729
C 1.070 -4.802 3.442
C -0.077 -2.033 2.901
N -0.658 -2.825 0.600
C -4.605 -2.209 2.066
O -5.465 -4.223 3.029
H 0.378 1.823 -1.228
H 1.972 -2.304 3.569
H 1.828 -2.018 1.868
H -4.993 -1.501 2.795
H 0.946 -2.178 -0.697
O 2.938 3.406 -2.758
C -0.054 3.929 -1.153
O -6.083 -3.794 0.924
C -0.119 -0.414 0.986
C -0.254 2.543 -1.739
C 1.352 -2.537 2.699
H -0.049 -1.128 3.510
C -0.763 -1.678 1.582
O 1.377 -3.916 2.364
C 3.657 6.832 -1.926
C -0.954 -1.144 -1.099
H -0.676 -2.757 3.452
H 2.407 2.907 -6.085
H 0.968 -0.483 0.902
C 3.036 7.704 -0.856
C 2.734 2.656 -3.974
H 1.967 7.507 -0.765
H 3.195 4.291 -5.305
O 1.326 4.277 -1.069
N -0.315 -3.364 -1.774
C 2.435 3.518 -5.183
H 0.633 -6.139 1.852
H 3.490 7.498 0.114
H -5.483 -4.025 0.208
C 0.301 -5.995 2.883
C -2.232 -1.304 1.879
H 3.653 2.096 -4.137
H 0.435 -4.039 -1.829
H -2.806 -3.438 1.987
C -3.114 -2.461 2.378
H 0.514 -6.911 3.425
H 4.743 6.923 -1.900

Record 4
33
Properties=species:S:1:pos:R:3 method="wB97M-V/def2-TZVPD" e_tot_ev=-86400.399 total_charge=-2 multiplicity=1 lumo_energy_ev=5.01 mol_weight_g_mol=487.37
O -2.865 -2.121 1.809
S -1.192 0.767 -2.551
O -0.288 -1.661 3.326
H 0.527 4.097 0.544
O 1.899 -0.754 0.099
O 0.148 -1.643 -0.875
F -2.375 0.937 -1.512
H -0.099 3.197 1.919
O -3.295 0.141 0.902
O 1.604 1.675 -2.969
H 0.753 -3.147 1.395
H 2.491 -3.373 0.645
O -0.079 1.823 -0.561
C 1.202 -1.753 -0.196
S -0.573 -0.465 2.616
Be 0.041 0.023 -0.126
S -2.404 -0.980 1.055
H 1.597 3.390 1.739
N -0.688 -0.524 1.096
O 1.075 -0.547 -3.764
H 0.996 -3.887 -0.052
O -1.851 -0.215 -3.441
F -2.159 -1.397 -0.497
C 0.687 3.215 1.164
C 1.441 -3.096 0.551
F 2.183 -0.204 -1.792
N -0.261 0.255 -1.537
C 0.719 1.948 0.346
F 0.873 0.308 2.635
S 1.012 0.392 -2.668
O -1.151 2.123 -3.108
O -1.399 0.523 3.282
O 1.432 0.954 0.529